Molecular formula: C5H13N2O
Method: DFT, ωB97M-V/def2-TZVPD

Structure (XYZ):
```
21
Properties=species:S:1:pos:R:3
C -0.718 0.454 0.110
N -0.105 0.851 1.380
C -1.014 1.522 2.458
O -2.295 1.649 2.135
C 0.316 0.541 -1.040
C 1.462 -0.443 -0.980
C 1.125 -1.909 -1.165
N 0.969 -2.261 -2.609
H -1.188 -0.525 0.182
H -1.461 1.219 -0.092
H 0.473 0.109 1.760
H -0.545 2.548 2.606
H -0.797 0.920 3.359
H -0.267 0.479 -1.984
H 0.664 1.576 -1.128
H 2.305 -0.094 -1.579
H 1.866 -0.239 0.031
H 1.936 -2.506 -0.753
H 0.199 -2.147 -0.645
H 0.840 -1.394 -3.142
H 0.085 -2.773 -2.714
```

gap between HOMO and LUMO (alpha / beta): 3.00 / 6.81 eV
LUMO level (alpha / beta): 6.92 / 6.83 eV
⟨S²⟩: 0.75
2S+1: 2
total charge: -2

Molecular formula: C5H13N2O
Method: DFT, ωB97M-V/def2-TZVPD

Structure (XYZ):
```
21
Properties=species:S:1:pos:R:3
C 0.457 -0.395 -1.141
N 0.928 0.827 -1.768
C -0.083 1.932 -2.188
O -0.186 2.948 -1.370
C -0.162 -0.365 0.285
C 0.352 0.839 1.120
N 0.024 -1.673 0.879
C -0.928 -2.040 1.925
H 1.347 -1.043 -1.067
H -0.171 -0.931 -1.852
H 1.586 1.296 -1.156
H 0.324 2.117 -3.218
H -1.025 1.343 -2.363
H -1.201 -0.050 0.127
H 1.239 0.465 1.654
H 0.622 1.691 0.500
H -0.385 1.149 1.807
H 0.956 -1.666 1.285
H -0.778 -3.094 2.186
H -0.992 -1.397 2.819
H -1.924 -1.952 1.536
```

gap between HOMO and LUMO (alpha / beta): 3.02 / 7.01 eV
LUMO level (alpha / beta): 6.89 / 6.77 eV
⟨S²⟩: 0.75
2S+1: 2
total charge: -2

Molecular formula: C5H13N2O
Method: DFT, ωB97M-V/def2-TZVPD

Structure (XYZ):
```
21
Properties=species:S:1:pos:R:3
C 1.697 1.164 0.336
O 0.544 1.427 1.218
C 1.944 -0.349 0.261
C 1.017 -1.149 -0.726
C -0.299 -1.399 -0.061
C -1.172 -0.323 0.244
N -4.912 1.155 -0.001
N 3.397 -0.389 0.031
H 1.537 1.508 -0.705
H 2.616 1.626 0.725
H -0.459 0.574 0.832
H 1.777 -0.701 1.307
H 0.897 -0.553 -1.644
H 1.544 -2.070 -1.029
H -0.587 -2.382 0.236
H -2.211 -0.540 0.153
H -5.823 1.496 0.109
H -4.180 1.872 -0.035
H -4.855 0.345 -0.591
H 3.836 0.030 -0.836
H 3.690 -1.340 0.179
```

gap between HOMO and LUMO: 3.58 eV
LUMO level: -8.75 eV
2S+1: 1
total charge: +1

Taking the records one at a time from the top gives relative energy (zero: lowest compared OMol25 entry of this formula, charge and spin) values of 12.82; 13.72; 215.31 kcal/mol.